Computed, not measured: 8 unconnected molecules or ions with the total composition C21H25F7NO21 in a non-equilibrium geometry, with the ωB97M-V functional and the def2-TZVPD basis.

The calculation puts the HOMO energy at -13.07 eV. As for the strongest force on any atom: 2.4 eV Å⁻¹. The value obtained for the energy is -85689.0978 eV. For the LUMO energy, the calculation gives -0.07853 Eh. For the HOMO-LUMO gap, the calculation gives 10.9332 eV.

The geometry in ORCA input format:
```
! wB97M-V def2-TZVPD RIJCOSX def2/J DEFGRID3
* xyz 1 1
C 14.205 6.546 24.086
O 14.541 1.095 20.711
H 10.119 4.565 21.303
H 12.950 0.767 15.790
H 16.200 1.483 15.656
F 9.675 8.501 18.846
F 15.405 7.100 24.288
C 10.603 3.592 21.371
H 9.960 1.535 21.588
C 12.014 6.913 19.750
O 10.596 5.572 16.190
F 11.036 3.456 22.659
C 15.737 0.869 22.644
O 13.482 -2.212 16.356
C 10.182 6.649 15.354
F 14.430 0.804 17.227
O 18.369 2.954 16.380
O 12.357 8.159 20.091
O 17.384 4.226 17.950
O 16.223 1.842 19.430
H 13.992 4.541 17.729
O 10.002 2.179 19.634
C 14.374 5.019 22.431
C 11.896 5.391 15.946
C 14.148 5.113 24.686
C 11.219 2.682 19.407
H 18.383 1.553 14.735
O 14.365 4.544 21.344
H 14.719 5.026 25.605
H 14.210 4.335 19.366
H 9.986 6.332 14.329
H 14.067 2.218 22.371
C 10.053 7.999 20.049
O 14.628 4.365 23.569
O 16.488 1.424 21.634
C 14.297 1.180 22.124
C 15.836 1.404 20.455
H 15.402 3.822 18.353
H 11.206 9.872 20.284
C 12.938 -1.055 16.994
H 11.520 8.164 14.511
C 13.618 0.121 16.359
H 9.337 7.186 15.775
F 15.894 -0.492 22.715
H 9.210 7.925 20.729
O 12.419 6.488 15.333
O 16.225 3.441 16.225
H 11.217 8.888 21.686
O 12.541 4.453 16.271
O 13.920 6.265 22.714
C 11.210 8.828 20.594
H 13.872 3.043 18.327
C 17.984 2.494 15.102
C 9.701 2.419 20.999
O 11.859 2.432 18.432
C 11.426 7.496 15.364
O 15.197 -2.576 14.945
H 16.060 1.282 23.595
H 13.118 4.844 24.920
O 10.655 6.742 19.900
F 11.552 8.223 16.509
C 17.331 3.609 16.936
H 16.034 2.610 14.258
H 13.492 0.491 22.345
H 8.667 2.636 21.266
O 11.639 3.449 20.429
O 12.730 6.122 19.238
F 18.375 3.493 14.242
H 13.107 -1.164 18.063
O 14.557 -0.504 15.485
H 11.873 -1.001 16.762
C 16.468 2.454 15.243
N 14.383 3.921 18.444
C 14.468 -1.852 15.533
H 13.402 7.246 24.307
*
```


Computed, not measured: a molecular structure, C26H37ClN2O2Sc in a non-equilibrium geometry, with the ωB97M-V functional and the def2-TZVPD basis.

The calculation puts the HOMO energy (alpha / beta) at -0.44 / -0.45 eV. As for the strongest force on any atom: 4.9 eV Å⁻¹. The value obtained for the energy is -67860.3299 eV. For the LUMO energy (alpha / beta), the calculation gives 0.09967 / 0.09961 Eh. For the HOMO-LUMO gap (alpha / beta), the calculation gives 3.1496 / 3.1591 eV.

The geometry in ORCA input format:
```
! wB97M-V def2-TZVPD RIJCOSX def2/J DEFGRID3
* xyz -1 1
C -1.380 0.865 4.690
C -0.900 -3.085 -1.026
H -2.283 0.349 4.348
H -0.481 -3.771 1.938
H 1.242 -3.746 2.414
C -1.727 -1.274 -2.378
H 2.353 3.357 1.717
C -0.955 2.532 -4.284
H -1.394 1.890 4.304
C -0.858 -2.500 -4.395
O -0.603 -4.376 -1.068
N 0.140 2.219 -0.580
H 0.338 -2.213 2.192
C -0.132 -1.298 4.765
H -2.877 -2.401 -0.961
C -0.941 0.017 -4.251
C -0.210 0.027 1.515
H -0.713 2.355 -5.337
H -1.708 -3.190 -4.444
C 2.310 -2.701 0.256
C -0.159 0.075 2.744
H -1.755 -0.094 -0.364
H 1.128 1.893 4.307
H 1.900 3.613 -2.062
H -2.469 -3.327 -2.435
C 1.131 0.856 4.660
H -1.809 3.219 -4.237
H 0.505 -5.387 0.370
O -0.797 4.254 -0.599
H 2.592 -2.583 -0.793
H 1.189 0.863 5.755
C 0.877 -3.195 0.364
H -2.857 2.221 -0.772
N -0.054 -2.318 -0.377
H -0.505 0.050 -5.249
H -0.027 -3.030 -3.904
C -1.202 -1.229 -3.675
H 0.991 5.289 -0.399
H 2.771 2.250 -1.318
H 0.277 4.680 1.132
C -2.123 2.443 -1.564
Sc -0.072 -0.054 -0.626
H 2.428 -1.732 0.758
H 1.437 -4.786 -1.044
H -0.184 -1.271 5.860
C 2.316 3.226 -1.122
C -0.135 0.126 4.204
H 0.977 2.207 1.870
H -1.393 0.905 5.785
C 0.651 -4.544 -0.316
C 1.215 3.100 -0.081
H 2.445 1.712 1.028
C 0.493 4.438 0.082
H -0.995 -1.862 4.393
C -0.896 2.966 -0.890
C -1.243 1.223 -3.609
H 0.785 -1.826 4.480
H 2.026 0.357 4.270
C 1.781 2.563 1.220
C 0.470 -3.235 1.826
C -1.748 1.185 -2.304
H 2.969 -3.432 0.739
C -2.108 -2.572 -1.732
H -2.534 3.220 -2.217
H -0.543 -2.270 -5.418
H 3.070 3.932 -0.754
Cl 1.846 -0.150 -1.936
H -0.089 3.041 -3.832
C -1.793 -0.066 -1.635
*
```


Computed, not measured: 2 unconnected molecules or ions with the total composition C2H6OS in a non-equilibrium geometry, with the ωB97M-V functional and the def2-TZVPD basis.

The energy above the lowest of the compared OMol25 structures with the same formula, charge and spin comes out at 32.8 kcal per mole. The calculation puts the HOMO energy at -8.89 eV. As for the strongest force on any atom: 2.0 eV Å⁻¹. The value obtained for the energy is -15052.0102 eV. For the LUMO energy, the calculation gives 0.02423 Eh. For the HOMO-LUMO gap, the calculation gives 9.5514 eV.

The geometry in ORCA input format:
```
! wB97M-V def2-TZVPD RIJCOSX def2/J DEFGRID3
* xyz 0 1
C -1.670 -0.386 -0.398
H 1.007 -0.164 -0.404
H -2.120 1.141 0.544
H -0.103 -1.775 0.009
C -1.074 -1.602 -0.428
H -2.414 -0.169 -1.167
O -1.348 0.558 0.535
S 1.964 0.599 0.162
H -1.721 -2.444 -0.654
H 1.711 1.893 -0.236
*
```


Computed, not measured: a single C20H26ClNO3 molecule, with the ωB97M-V functional and the def2-TZVPD basis.

The energy above the lowest of the compared OMol25 structures with the same formula, charge and spin comes out at 37.1 kcal per mole. The calculation puts the HOMO energy at -8.56 eV. As for the strongest force on any atom: 0.7 eV Å⁻¹. The value obtained for the energy is -41316.4802 eV. For the LUMO energy, the calculation gives 0.02999 Eh. For the HOMO-LUMO gap, the calculation gives 9.3716 eV.

The geometry in ORCA input format:
```
! wB97M-V def2-TZVPD RIJCOSX def2/J DEFGRID3
* xyz 0 1
H 3.657 -0.591 -0.887
C -4.480 0.396 0.597
H -0.059 -2.269 -2.502
C 0.373 -2.714 -1.618
C 2.848 1.300 -1.567
C -1.976 -0.473 -0.212
H -2.888 -0.870 -2.109
H 2.455 0.152 0.214
H -0.032 2.288 2.475
C 1.526 -3.817 0.634
N 2.116 2.360 -0.896
C -4.281 -0.070 -0.693
C -3.031 -0.505 -1.105
O 1.692 -0.794 -1.459
C 0.452 1.883 1.577
O -1.373 2.834 0.221
C 2.501 3.665 -1.394
H 2.304 3.784 -2.470
H 0.103 -1.432 3.235
H 3.901 1.590 -1.574
H -1.606 -1.840 2.985
H 2.524 1.157 -2.612
C 2.711 -0.037 -0.834
C -0.715 -1.428 2.519
H 1.981 -4.244 1.515
C -0.988 0.004 2.050
H 0.211 2.663 -1.795
C -3.415 0.428 1.479
C 0.531 -4.507 -0.034
C 1.371 -2.009 -0.940
H 1.949 4.432 -0.856
C -2.154 -0.002 1.085
H -1.732 1.962 0.011
H 1.536 1.993 1.673
H 0.456 1.105 -0.981
H -1.000 -0.815 -0.518
C -0.043 -3.948 -1.165
C 1.950 -2.574 0.192
H -0.437 -2.046 1.670
H 3.565 3.817 -1.216
H -0.818 -4.479 -1.698
C 0.674 2.171 -0.924
O 0.208 0.497 1.469
H 2.721 -2.055 0.737
H 0.368 3.746 0.539
H -3.569 0.794 2.483
Cl -5.608 -0.109 -1.801
H -5.458 0.731 0.905
H 0.206 -5.473 0.321
H -1.250 0.625 2.921
C 0.023 2.722 0.355
*
```


Computed, not measured: a molecular structure, C7H15N in a non-equilibrium geometry, with the ωB97M-V functional and the def2-TZVPD basis.

The energy above the lowest of the compared OMol25 structures with the same formula, charge and spin comes out at 129.3 kcal per mole. The calculation puts the HOMO energy at -6.23 eV. As for the strongest force on any atom: 4.9 eV Å⁻¹. The value obtained for the energy is -8986.8847 eV. For the LUMO energy, the calculation gives 0.02622 Eh. For the HOMO-LUMO gap, the calculation gives 6.9460 eV.

The geometry in ORCA input format:
```
! wB97M-V def2-TZVPD RIJCOSX def2/J DEFGRID3
* xyz 0 1
H 1.949 -0.743 1.274
C 0.454 2.062 0.643
C 0.509 0.974 -0.410
H 1.599 -1.495 -1.090
C -2.570 -1.215 -0.088
C 1.332 1.176 -1.472
C -1.648 -0.296 0.276
H 1.328 2.035 1.299
C 0.863 -0.774 1.379
H -1.777 0.192 1.233
H -3.522 -1.243 0.421
H -2.510 -1.746 -1.027
H 0.023 -1.206 -1.844
N 0.210 -0.414 0.095
H 0.567 -0.064 2.145
H 1.658 2.180 -1.696
H 1.569 0.439 -2.220
H 0.448 3.026 0.138
H -1.273 0.726 -0.529
C 0.525 -1.450 -0.911
H 0.541 -1.771 1.669
H 0.168 -2.406 -0.538
H -0.445 2.014 1.254
*
```


Computed, not measured: a molecular structure, C7H15KO3S in a non-equilibrium geometry, with the ωB97M-V functional and the def2-TZVPD basis.

The energy above the lowest of the compared OMol25 structures with the same formula, charge and spin comes out at 93.1 kcal per mole. The calculation puts the HOMO energy at -6.58 eV. As for the strongest force on any atom: 17.1 eV Å⁻¹. The value obtained for the energy is -40798.0278 eV. For the LUMO energy, the calculation gives -0.00787 Eh. For the HOMO-LUMO gap, the calculation gives 6.3700 eV.

The geometry in ORCA input format:
```
! wB97M-V def2-TZVPD RIJCOSX def2/J DEFGRID3
* xyz 0 1
C -2.943 1.945 -0.434
K 1.661 -0.520 -1.351
O -2.332 -1.514 -0.418
H -2.657 2.943 -0.766
H -1.385 0.887 -2.735
C -2.216 0.400 -2.226
H 4.048 -0.040 2.614
H -4.270 0.605 -1.637
H 1.582 -0.939 2.312
H 5.111 -0.202 1.504
C -1.929 1.046 0.345
H 3.315 -1.725 0.182
C 1.880 -1.540 1.453
H 1.137 -1.892 0.738
H 4.501 -1.811 2.314
H -2.326 -0.422 -2.934
S -1.455 -0.307 -0.757
H -0.975 1.559 0.465
H -3.701 1.806 -2.575
H -3.780 2.214 0.211
O 0.013 -0.415 -0.928
C 3.119 -0.918 0.888
H -2.206 0.649 1.321
C -3.378 1.227 -1.709
C 4.307 -0.822 1.900
H 2.090 -2.459 1.999
O 2.789 0.246 0.226
*
```


Computed, not measured: a gas-phase ion, C4H8NO2 (charge +1) in a non-equilibrium geometry, with the ωB97M-V functional and the def2-TZVPD basis.

The energy above the lowest of the compared OMol25 structures with the same formula, charge and spin comes out at 64.0 kcal per mole. The calculation puts the HOMO energy at -15.47 eV. As for the strongest force on any atom: 4.7 eV Å⁻¹. The value obtained for the energy is -9853.5575 eV. For the LUMO energy, the calculation gives -0.18695 Eh. For the HOMO-LUMO gap, the calculation gives 10.3792 eV.

The geometry in ORCA input format:
```
! wB97M-V def2-TZVPD RIJCOSX def2/J DEFGRID3
* xyz 1 1
C -0.304 0.587 -0.116
C -1.866 -1.295 0.051
H -0.996 2.434 -0.395
H 0.837 2.135 -0.272
O 1.971 0.809 0.242
H -2.963 -1.594 0.183
H -2.390 0.677 0.078
O 1.785 -1.403 -0.419
N -0.143 1.823 -0.279
C -1.612 -0.007 -0.060
H 0.726 -0.635 1.189
H -1.151 -2.196 -0.093
H 2.454 -1.817 0.154
C 1.105 -0.328 0.220
H 2.546 0.811 -0.485
*
```


Computed, not measured: 2 unconnected molecules or ions with the total composition C2H5NS2 in a non-equilibrium geometry, with the ωB97M-V functional and the def2-TZVPD basis.

The energy above the lowest of the compared OMol25 structures with the same formula, charge and spin comes out at 77.0 kcal per mole. The calculation puts the HOMO energy at -8.63 eV. As for the strongest force on any atom: 3.4 eV Å⁻¹. The value obtained for the energy is -25312.4859 eV. For the LUMO energy, the calculation gives -0.01482 Eh. For the HOMO-LUMO gap, the calculation gives 8.2261 eV.

The geometry in ORCA input format:
```
! wB97M-V def2-TZVPD RIJCOSX def2/J DEFGRID3
* xyz 0 1
C -1.385 -0.241 0.802
S -0.222 -1.249 -0.104
H -0.913 0.587 1.327
H 1.477 1.217 -0.453
H -2.088 -0.849 1.365
C 1.743 0.189 -0.523
H 2.954 -1.439 -0.823
S -2.723 0.841 -0.095
N 2.787 -0.346 -0.771
H -1.631 1.290 -0.724
*
```


Copy entry 4 word for word.
Computed, not measured: a single C20H26ClNO3 molecule, with the ωB97M-V functional and the def2-TZVPD basis.

The energy above the lowest of the compared OMol25 structures with the same formula, charge and spin comes out at 37.1 kcal per mole. The calculation puts the HOMO energy at -8.56 eV. As for the strongest force on any atom: 0.7 eV Å⁻¹. The value obtained for the energy is -41316.4802 eV. For the LUMO energy, the calculation gives 0.02999 Eh. For the HOMO-LUMO gap, the calculation gives 9.3716 eV.

The geometry in ORCA input format:
```
! wB97M-V def2-TZVPD RIJCOSX def2/J DEFGRID3
* xyz 0 1
H 3.657 -0.591 -0.887
C -4.480 0.396 0.597
H -0.059 -2.269 -2.502
C 0.373 -2.714 -1.618
C 2.848 1.300 -1.567
C -1.976 -0.473 -0.212
H -2.888 -0.870 -2.109
H 2.455 0.152 0.214
H -0.032 2.288 2.475
C 1.526 -3.817 0.634
N 2.116 2.360 -0.896
C -4.281 -0.070 -0.693
C -3.031 -0.505 -1.105
O 1.692 -0.794 -1.459
C 0.452 1.883 1.577
O -1.373 2.834 0.221
C 2.501 3.665 -1.394
H 2.304 3.784 -2.470
H 0.103 -1.432 3.235
H 3.901 1.590 -1.574
H -1.606 -1.840 2.985
H 2.524 1.157 -2.612
C 2.711 -0.037 -0.834
C -0.715 -1.428 2.519
H 1.981 -4.244 1.515
C -0.988 0.004 2.050
H 0.211 2.663 -1.795
C -3.415 0.428 1.479
C 0.531 -4.507 -0.034
C 1.371 -2.009 -0.940
H 1.949 4.432 -0.856
C -2.154 -0.002 1.085
H -1.732 1.962 0.011
H 1.536 1.993 1.673
H 0.456 1.105 -0.981
H -1.000 -0.815 -0.518
C -0.043 -3.948 -1.165
C 1.950 -2.574 0.192
H -0.437 -2.046 1.670
H 3.565 3.817 -1.216
H -0.818 -4.479 -1.698
C 0.674 2.171 -0.924
O 0.208 0.497 1.469
H 2.721 -2.055 0.737
H 0.368 3.746 0.539
H -3.569 0.794 2.483
Cl -5.608 -0.109 -1.801
H -5.458 0.731 0.905
H 0.206 -5.473 0.321
H -1.250 0.625 2.921
C 0.023 2.722 0.355
*
```